Record 1
{"formula": "C44H40Cl3MnN3OP2S", "method": "the ωB97M-V functional and the def2-TZVPD basis", "lumo_ev": [-5.8, -5.3], "total_charge": 2, "homo_lumo_gap_ev": [6.9, 7.4], "multiplicity": 2, "homo_ev": [-12.687, -12.687], "symbols": ["Mn", "C", "C", "P", "C", "C", "C", "C", "C", "C", "C", "C", "C", "C", "C", "C", "P", "C", "C", "C", "C", "C", "C", "C", "C", "C", "C", "C", "C", "H", "H", "H", "H", "H", "H", "H", "H", "H", "H", "H", "H", "H", "H", "H", "H", "H", "H", "H", "H", "H", "H", "H", "H", "C", "C", "N", "H", "H", "H", "Cl", "C", "C", "C", "C", "C", "C", "N", "C", "C", "N", "C", "O", "C", "C", "C", "Cl", "S", "C", "C", "C", "Cl", "C", "H", "H", "H", "H", "H", "H", "H", "H", "H", "H", "H", "H", "H"], "positions_angstrom": [[-0.414617, 0.187774, -0.831873], [-1.613997, 2.427922, -3.222000], [-1.433611, 3.101473, -1.856828], [-1.984353, 1.958645, -0.541424], [-1.646050, 2.793644, 1.030903], [-0.669698, 3.780935, 1.136735], [-0.387990, 4.355935, 2.370205], [-1.075942, 3.941172, 3.500609], [-2.048501, 2.952068, 3.401047], [-2.333299, 2.377685, 2.171999], [-3.785434, 1.920069, -0.697144], [-4.499240, 3.111246, -0.544058], [-5.874249, 3.110057, -0.700875], [-6.543857, 1.926191, -0.998439], [-5.839850, 0.739790, -1.129133], [-4.459035, 0.736407, -0.975706], [-0.633603, 0.867296, -3.281575], [-1.833240, -0.500518, -3.148015], [-1.450587, -1.588524, -2.359887], [-2.316778, -2.664119, -2.154473], [-3.554080, -2.668582, -2.773385], [-3.920425, -1.611910, -3.606014], [-3.072842, -0.531451, -3.783859], [-0.038233, 0.645072, -4.985185], [0.364322, -0.633356, -5.380607], [0.844639, -0.847614, -6.660967], [0.938862, 0.211870, -7.555814], [0.557503, 1.483985, -7.163748], [0.079152, 1.706527, -5.878114], [-1.249671, 3.102501, -3.993968], [-2.663600, 2.225005, -3.442653], [-1.990268, 4.039037, -1.799229], [-0.375688, 3.317697, -1.702854], [-0.133338, 4.123505, 0.261032], [0.356340, 5.138076, 2.442861], [-0.868899, 4.401980, 4.457819], [-2.595436, 2.638881, 4.280848], [-3.106043, 1.620466, 2.100476], [-3.988965, 4.035008, -0.296410], [-6.427934, 4.031995, -0.584643], [-7.619428, 1.931447, -1.114185], [-6.362793, -0.182988, -1.343321], [-3.910440, -0.195329, -1.052671], [-0.411823, -1.707179, -2.019151], [-2.004303, -3.507062, -1.551965], [-4.223066, -3.507366, -2.635135], [-4.873411, -1.635876, -4.118728], [-3.373947, 0.287187, -4.426989], [0.281254, -1.472066, -4.699361], [1.140698, -1.842795, -6.964191], [1.309166, 0.043213, -8.558037], [0.629579, 2.311439, -7.856588], [-0.202949, 2.711992, -5.600539], [4.184870, -0.023780, -1.131690], [2.759992, 0.286256, -1.004147], [1.643634, 0.529490, -0.903151], [4.303203, -0.909612, -1.754093], [4.604566, -0.211366, -0.144069], [4.700379, 0.814888, -1.597408], [7.518727, -0.578781, 1.897262], [5.989924, -0.696478, 2.691280], [4.999151, 0.227730, 2.411335], [3.762991, 0.091417, 3.027019], [3.483628, -0.938243, 3.922117], [2.130889, -1.144393, 4.581850], [1.105865, -0.011450, 4.403554], [0.271353, -0.182675, 3.209721], [-0.914426, -0.879719, 3.174320], [-1.301002, -0.914246, 1.875507], [-0.350924, -0.257475, 1.113152], [0.575277, 0.167383, 1.954205], [1.520425, -2.370316, 4.240236], [1.612146, -2.826989, 2.892608], [2.440685, -4.066358, 2.805712], [3.485211, -4.249573, 1.958781], [4.058666, -3.130243, 0.769374], [4.255068, -5.762530, 2.145386], [3.166225, -6.191503, 3.393959], [2.260485, -5.213443, 3.642684], [4.536097, -1.809065, 4.225741], [4.349150, -3.031059, 5.431748], [5.773834, -1.705184, 3.613288], [5.202483, 1.055781, 1.744919], [3.019664, 0.847390, 2.817136], [2.306099, -1.226008, 5.657453], [1.572959, 0.969644, 4.367543], [0.430040, -0.014016, 5.255416], [-1.359289, -1.289649, 4.064260], [-2.177970, -1.363774, 1.441704], [1.448131, 0.731662, 1.684699], [2.034436, -2.062283, 2.236501], [0.586974, -3.030506, 2.570240], [3.261757, -7.149211, 3.880233], [1.496210, -5.279821, 4.403871], [6.562415, -2.400350, 3.864950]], "forces_ev_per_a": [[0.45, 0.40, -0.45], [0.11, 0.06, -0.11], [-0.31, 0.09, -0.08], [0.72, 0.21, -0.09], [-0.03, -0.04, -0.01], [0.04, 0.03, 0.02], [-0.01, -0.04, -0.04], [-0.02, -0.02, 0.02], [0.03, -0.01, -0.02], [0.01, 0.04, 0.03], [0.15, -0.18, 0.06], [-0.04, -0.02, -0.07], [-0.01, -0.01, 0.01], [0.03, 0.03, 0.01], [0.04, 0.00, 0.02], [0.01, -0.07, 0.08], [-0.59, -0.35, 0.50], [-0.09, 0.06, -0.23], [0.05, -0.28, 0.13], [0.02, -0.01, 0.01], [-0.01, 0.03, 0.00], [0.01, 0.01, 0.02], [-0.10, 0.02, 0.09], [0.38, 0.13, 0.12], [-0.05, 0.02, -0.01], [-0.01, 0.02, 0.01], [0.00, -0.03, 0.01], [-0.01, 0.02, 0.04], [0.02, -0.03, -0.05], [-0.05, -0.01, -0.03], [0.00, 0.02, 0.03], [0.01, 0.02, -0.05], [0.01, 0.01, 0.05], [0.01, 0.02, 0.03], [-0.01, -0.01, -0.01], [0.00, -0.01, -0.01], [-0.01, 0.01, 0.00], [0.00, 0.02, -0.01], [0.02, -0.01, 0.00], [-0.01, -0.01, 0.00], [0.00, 0.01, -0.01], [0.00, 0.00, 0.01], [0.01, -0.01, -0.06], [-0.11, 0.05, -0.07], [0.01, 0.00, -0.01], [-0.01, 0.01, -0.01], [0.01, 0.00, 0.00], [0.00, -0.02, 0.00], [0.00, 0.00, 0.01], [0.00, 0.00, 0.00], [0.00, -0.01, 0.01], [0.00, 0.00, 0.00], [0.01, 0.01, -0.01], [-0.30, 0.11, -0.03], [0.33, -0.02, 0.00], [-0.42, -0.16, 0.21], [-0.02, -0.02, -0.01], [-0.03, -0.04, 0.01], [-0.02, 0.02, -0.01], [-0.02, 0.00, -0.01], [0.06, 0.00, -0.01], [-0.08, 0.00, 0.08], [0.04, -0.02, 0.02], [0.01, 0.06, -0.06], [0.17, 0.05, 0.05], [-0.05, 0.15, -0.09], [0.03, -0.02, 0.11], [0.09, 0.09, 0.03], [0.08, 0.04, -0.07], [-0.33, -0.27, -0.20], [-0.14, 0.02, 0.14], [-0.15, -0.18, 0.09], [-0.09, -0.03, -0.09], [-0.06, -0.07, 0.21], [0.07, 0.09, -0.17], [-0.04, -0.01, 0.05], [0.13, -0.11, -0.03], [-0.01, -0.02, 0.03], [-0.01, 0.13, -0.10], [-0.01, 0.00, 0.05], [-0.02, -0.01, -0.02], [0.02, -0.02, -0.02], [0.01, 0.01, 0.04], [0.03, 0.00, 0.07], [0.04, 0.05, 0.00], [0.02, 0.05, 0.03], [-0.04, -0.04, -0.02], [0.03, 0.00, 0.00], [0.00, 0.01, -0.03], [-0.05, 0.00, -0.05], [-0.02, -0.04, 0.00], [0.04, -0.03, -0.05], [-0.01, 0.01, -0.01], [0.02, 0.01, -0.01], [-0.01, 0.00, -0.01]]}

***

Record 2
{"formula": "H18O9", "method": "the ωB97M-V functional and the def2-TZVPD basis", "lumo_ev": -0.1, "e_above_lowest_kj_mol": 151.6, "homo_lumo_gap_ev": 10.3, "homo_ev": -10.429, "symbols": ["O", "H", "H", "O", "H", "H", "O", "H", "H", "O", "H", "H", "O", "H", "H", "O", "H", "H", "O", "H", "H", "O", "H", "H", "O", "H", "H"], "positions_angstrom": [[24.237892, 3.821376, -17.766524], [24.868633, 3.615712, -18.468720], [23.487391, 4.226809, -18.217414], [22.592899, -0.485092, -18.119020], [23.258718, -0.801239, -17.472232], [21.753732, -0.565739, -17.654005], [26.095324, 5.296677, -16.088041], [25.556069, 5.829463, -15.493784], [25.473559, 4.953229, -16.750045], [23.157325, 0.347892, -20.646054], [22.442086, 0.948361, -20.870340], [23.015526, 0.125334, -19.702305], [25.600705, 2.934068, -14.485133], [25.418479, 3.593619, -15.171377], [26.190921, 3.377647, -13.870209], [24.998739, 0.264106, -13.900163], [25.933141, 0.089736, -13.748773], [24.991277, 1.096950, -14.411455], [23.291062, 1.712271, -16.288779], [23.611486, 2.543868, -16.681491], [23.134691, 1.127436, -17.043410], [24.007736, -1.426421, -15.976632], [24.455904, -2.235744, -15.720367], [24.515873, -0.707939, -15.545495], [21.718545, 0.896183, -13.776499], [22.195226, 1.122598, -14.585414], [22.302825, 1.184628, -13.070367]], "forces_ev_per_a": [[0.18, 0.45, -0.32], [-0.06, -0.18, 0.01], [0.00, 0.01, 0.04], [0.17, 0.24, 0.45], [-0.14, -0.44, -0.02], [-0.03, -0.08, -0.07], [-0.20, -0.10, 0.01], [0.04, 0.13, -0.09], [0.00, 0.19, 0.05], [0.13, 0.18, 0.22], [-0.03, -0.04, -0.03], [-0.11, -0.06, -0.49], [-0.25, 0.01, -0.11], [0.37, -0.10, 0.21], [0.04, 0.01, -0.04], [0.08, -0.03, -0.50], [0.00, 0.09, 0.08], [0.04, 0.01, 0.39], [0.10, 0.11, 0.11], [-0.12, -0.48, 0.15], [-0.12, 0.01, -0.05], [0.35, 0.42, -0.20], [-0.04, -0.07, -0.04], [-0.41, -0.34, 0.32], [-0.14, 0.08, -0.02], [0.09, 0.06, -0.07], [0.08, -0.09, 0.00]]}

***

Record 3
{"formula": "C2H5N3O2S", "method": "the ωB97M-V functional and the def2-TZVPD basis", "lumo_ev": [-1.6, -1.6], "e_above_lowest_kj_mol": 515.7, "homo_lumo_gap_ev": [7.4, 7.5], "homo_ev": [-9.007, -9.009], "symbols": ["H", "N", "N", "C", "N", "C", "S", "O", "O", "H", "H", "H", "H"], "positions_angstrom": [[0.236187, 0.678338, -2.185034], [-0.828123, 0.818805, -2.217585], [-1.504469, 0.155521, -1.511853], [-0.989203, -0.613414, -0.468889], [0.470668, -0.763135, -0.289503], [1.183679, 0.099291, 0.446490], [0.623782, 0.506014, 2.195556], [1.329074, 1.717564, 2.561923], [-0.819241, 0.510913, 1.917482], [-1.211079, -0.180071, 0.542015], [-1.559810, -1.495163, -0.463942], [0.840136, -1.495791, -0.946567], [2.228398, 0.061128, 0.419906]], "forces_ev_per_a": [[-0.92, 0.14, 0.80], [2.53, 2.05, -3.65], [-1.77, -0.34, 1.60], [0.92, 0.03, 2.93], [0.51, -0.16, -1.35], [-1.96, -1.83, -0.63], [0.15, 0.19, -1.31], [-0.50, 0.01, 0.25], [-0.26, 0.67, 1.95], [-0.81, 0.33, -1.15], [-0.01, -1.83, -0.14], [0.47, 1.15, 1.18], [1.65, -0.41, -0.48]]}

***

Record 4
{"formula": "C6H10ClIN", "method": "the ωB97M-V functional and the def2-TZVPD basis", "lumo_ev": [-5.7, -5.7], "e_above_lowest_kj_mol": 302.6, "total_charge": 1, "homo_lumo_gap_ev": [6.8, 6.8], "homo_ev": [-12.494, -12.497], "symbols": ["C", "C", "C", "C", "C", "C", "N", "Cl", "I", "H", "H", "H", "H", "H", "H", "H", "H", "H", "H"], "positions_angstrom": [[-0.335216, 1.825368, 0.445087], [-0.464224, 2.854314, -0.531336], [-0.044194, -2.219005, 1.676121], [1.815187, 1.456014, -0.995738], [-1.492545, -1.102933, -0.149776], [-0.554104, -2.169928, 0.295229], [0.612237, 1.901774, -0.386252], [-1.971929, 0.203578, 0.691313], [-1.937086, -3.775095, -0.373054], [-0.998115, 2.774351, -1.429437], [-0.170922, 3.935054, -0.362142], [0.925199, -2.797663, 1.683693], [0.233567, -1.268919, 2.050846], [-0.606355, -2.660975, 2.484911], [1.630869, 1.413580, -2.043929], [2.128240, 0.437701, -0.612640], [2.647485, 2.204076, -0.841173], [-1.780759, -0.955756, -1.134145], [0.362664, -2.055537, -0.467579]], "forces_ev_per_a": [[0.43, -1.45, 2.41], [1.81, 4.21, -1.71], [1.93, -1.64, 0.95], [1.67, -0.46, 0.90], [0.28, 0.44, 2.15], [0.26, 1.04, -2.80], [-0.17, 0.25, 0.15], [-0.03, -1.54, 0.55], [0.69, 0.22, 0.31], [-1.28, -0.42, -1.03], [-0.53, -1.28, 0.34], [-1.01, 0.46, -0.13], [0.22, 1.40, 0.07], [-0.84, -0.26, -0.28], [-0.02, -0.20, -0.91], [-0.38, 1.23, -0.30], [-0.93, -0.81, 0.03], [-0.07, -0.42, -2.03], [-2.05, -0.77, 1.32]]}

***

Record 5
{"formula": "C4H13NP", "method": "the ωB97M-V functional and the def2-TZVPD basis", "lumo_ev": [-4.1, -6.1], "e_above_lowest_kj_mol": 150.6, "total_charge": 1, "homo_lumo_gap_ev": [5.5, 8.2], "multiplicity": 3, "homo_ev": [-9.596, -14.272], "symbols": ["C", "C", "C", "C", "N", "P", "H", "H", "H", "H", "H", "H", "H", "H", "H", "H", "H", "H", "H"], "positions_angstrom": [[3.244280, -0.475552, -0.067107], [-1.529136, 0.824177, -1.364106], [1.899814, 0.111290, 0.140968], [-1.327431, 0.725555, 0.104208], [1.251319, 0.221689, 1.312477], [-2.487691, -0.640707, 0.835545], [3.894656, -0.606642, 0.878201], [3.781244, 0.142412, -0.838182], [3.037886, -1.458486, -0.443523], [-2.128824, 1.587012, -1.661728], [-2.212373, -0.036102, -1.752217], [-0.629317, 0.863051, -1.954611], [1.427993, 0.124551, -0.801732], [-1.748458, 1.606290, 0.497850], [2.039594, 0.141820, 1.997512], [-0.398181, 0.204006, 0.208988], [-3.461604, -0.811018, -0.126172], [-3.100108, -0.777267, 2.034162], [-1.553669, -1.746083, 0.999463]], "forces_ev_per_a": [[0.88, -0.38, 1.68], [-1.49, -3.85, -1.57], [2.65, 0.99, -4.28], [-1.97, -1.87, -0.29], [0.15, -1.82, 4.62], [2.71, -0.51, -1.37], [-1.02, 0.44, -1.43], [-0.40, -0.64, 0.69], [0.74, -0.90, -0.59], [-1.52, 2.81, -0.52], [1.63, 0.85, 0.23], [0.41, -0.24, 0.06], [-1.14, 0.75, -0.83], [1.08, 1.32, 1.48], [-1.23, 1.38, 0.35], [0.49, 1.00, 1.44], [-0.32, -0.61, -0.16], [-0.55, 0.74, 1.13], [-1.07, 0.54, -0.64]]}

***

| no. | molar mass (g/mol) | DFT total energy (a.u.) |
| --- | --- | --- |
| 1 | 882.1 | -5552.15878 |
| 2 | 162.1 | -687.96806 |
| 3 | 135.1 | -791.96879 |
| 4 | 258.5 | -1046.76395 |
| 5 | 106.1 | -555.77489 |